C26H70F6N2O10P | the ωB97M-V functional and the def2-TZVPD basis

Calculated values
HOMO level (alpha / beta)	2.69 / -3.76	eV
molecular weight	715.81	g mol⁻¹
net charge	-2
orbital gap (alpha / beta)	1.3 / 7.7	eV
2S+1	2
E	-2835.15649	Ha
E_LUMO (alpha / beta)	3.974 / 3.920	eV

Structure (XYZ):
```
115
Properties=species:S:1:pos:R:3:forces:R:3
H -2.047541 2.599360 -5.586960 -0.458 0.229 0.022
H 2.468128 -2.844855 -2.350091 -0.104 0.655 0.066
H 0.893059 3.598518 5.259991 0.226 -0.531 -0.226
H -0.177642 -0.646297 -3.510929 0.083 0.181 0.105
H -2.053692 0.878970 -5.625789 0.308 -0.079 0.144
H -3.840338 2.262692 1.330976 -0.203 0.539 -0.109
H 6.280757 -1.595219 -2.344496 -0.628 -0.073 0.023
H -1.732524 2.532979 -2.972492 -0.792 0.477 -0.474
H 4.201632 -1.637910 1.997209 -0.497 -0.419 0.000
C -5.777009 0.457538 -3.710418 -0.395 1.109 1.422
H 1.972432 -2.655749 0.783996 0.279 0.038 -0.155
H -6.026529 1.688863 0.010426 0.041 0.357 -0.086
H -1.556485 -0.115797 -0.738383 -0.298 -0.347 -0.371
H -6.255114 -0.180668 -2.967297 0.495 -0.900 -0.323
F -0.053401 -0.812442 3.645459 -0.274 1.491 -0.661
H 7.978502 -3.272407 0.272863 -0.269 -0.269 -0.402
H 2.821106 -3.732019 -0.925869 -0.066 -0.253 0.047
H 3.998022 0.367963 -0.799900 0.036 -0.088 0.049
H -1.099190 3.873222 3.887299 -0.095 -0.009 -0.074
H -1.331917 -3.702920 -1.291321 0.243 -0.103 -0.293
H 6.399055 -4.185969 -1.983874 0.741 0.242 0.492
P -0.520226 0.593840 2.900661 -0.130 1.345 -2.856
H -1.517569 -0.899705 -4.604975 -0.071 -0.078 0.198
O 1.620492 3.524286 3.240410 -0.012 -0.072 0.945
H -5.015415 -1.120135 -5.548160 -0.190 0.212 0.104
H 7.188739 -2.268967 1.441941 -0.344 0.138 -0.115
H 0.439639 -2.282882 6.176032 0.016 -0.177 0.045
H 0.347138 -3.516376 -0.605888 -0.250 -0.293 -0.234
C 6.998765 -3.028604 0.683670 -1.518 0.204 -0.159
F 1.022636 1.055400 2.546568 -0.475 -0.882 0.897
H -1.691437 -1.179718 4.652492 0.050 0.009 -0.039
H -5.881490 1.397312 -3.168196 -0.063 0.560 -0.193
C 5.613624 -3.844982 -1.309384 -0.529 -0.129 0.282
C -2.364706 1.726951 -5.015639 -0.002 0.172 1.549
F -1.046135 1.912037 2.038192 0.897 0.042 1.198
C 0.414631 4.348259 -0.194209 -0.685 0.656 -0.658
F -2.116577 0.282182 3.000441 0.912 -0.772 1.731
H -0.610437 1.776542 -3.995717 0.594 -0.691 0.733
H 1.593403 2.859885 -1.213329 0.798 0.461 -0.091
H -0.618982 4.124998 -0.458578 -0.062 -0.961 0.136
H -4.152727 1.469722 -5.842328 -0.933 -0.477 -0.094
O -3.837954 -0.818598 -1.962496 0.071 -1.169 0.497
C -4.669721 1.664642 1.708530 -0.356 0.564 -0.206
H -2.114825 -2.673469 0.976100 0.083 0.440 0.118
H 2.213863 -0.881221 0.852501 0.122 -0.064 0.305
H -0.436566 5.133215 2.884409 0.549 -0.195 -0.109
H -1.418588 -2.515362 5.310890 0.066 -0.048 -0.107
C -0.681971 -3.157172 -0.607345 -0.765 -0.008 0.447
H 0.614727 5.073797 -0.982650 0.640 0.366 0.194
H -3.760867 -0.393206 -1.105343 -0.432 -0.356 0.634
C -1.262628 -3.333721 0.815092 0.279 0.505 -1.225
C -1.979422 0.435388 -2.881152 0.015 -1.725 -0.770
H 6.523183 -3.886991 1.158115 0.423 -0.160 0.333
H -4.354883 2.501989 -4.526590 0.196 -0.039 0.791
F -0.499992 -0.205001 1.451422 0.026 -0.307 1.014
H 3.555749 -0.779113 3.829671 0.169 0.304 0.187
C 2.175205 -1.755903 0.203249 1.181 1.407 -0.492
H -3.290071 1.868667 5.217170 0.285 -0.243 -0.189
H 1.324715 -1.529266 -0.439717 0.153 -0.268 -0.187
C 6.567353 -1.544249 -1.294079 1.185 0.428 -1.165
O 2.599716 3.580528 0.515087 0.449 0.113 -1.081
C -3.849073 1.576242 -4.800913 -0.335 -0.060 -1.363
C -1.645802 1.695494 -3.664729 0.245 0.071 -1.038
H -4.766309 1.863446 2.775898 0.174 -0.151 0.270
H 4.015895 -4.621136 -2.582369 0.425 -0.294 -0.067
H -3.935039 -1.880691 -4.414969 0.015 0.104 0.283
O -0.230170 -3.147258 1.767523 -0.505 -0.681 0.447
H -1.484316 -1.681881 -2.992371 -0.133 -0.133 -0.231
H 0.324661 4.859871 0.764050 0.377 -0.039 0.060
H 5.380295 -4.663407 -0.628329 0.034 -0.112 0.107
H 7.620362 -1.806074 -1.397607 0.357 0.226 0.295
H -6.426036 0.512166 -4.584412 0.364 -0.101 -0.199
H -0.860913 5.496167 4.497050 0.332 -0.046 0.567
C -0.405318 4.713834 3.890019 0.244 -0.692 0.297
C -4.283677 0.311949 -3.994057 0.085 -1.107 -1.399
C -1.259190 -0.774885 -3.553423 -0.278 0.161 0.458
C -6.018220 1.981881 1.060273 -0.243 -0.390 0.270
H -0.378129 0.866911 -1.491890 0.088 0.125 -0.275
C 1.430138 3.218786 -0.197143 -1.120 -0.552 0.704
H 1.613228 5.047754 4.582204 0.340 -0.108 0.011
C -4.122706 -0.947974 -4.946888 0.131 0.205 0.084
C 3.500222 -1.806529 -0.669117 -0.510 0.609 0.377
H -3.318124 -0.835209 -5.673540 0.121 0.078 0.105
H 1.090911 2.729015 3.147207 0.306 -0.429 -0.567
C -1.447555 0.656336 -1.499991 0.116 0.361 1.183
H -0.671884 -2.121347 -0.946563 0.013 -0.011 0.196
H 2.140515 -0.980582 3.331266 -0.350 0.256 -0.387
O -4.096615 2.299411 5.500303 -0.349 0.027 0.061
O 0.905728 -1.447633 6.139342 0.116 0.106 0.564
H 6.496412 -0.489522 -1.028352 -0.096 -0.191 0.513
H 4.763007 -3.172027 -3.166072 -0.079 0.318 -0.047
H -6.820183 1.419537 1.538529 0.191 -0.629 0.115
O 4.824330 -1.365463 1.319258 0.627 0.740 -1.062
N -3.497139 0.239000 -2.760560 1.311 3.133 -1.757
H 4.468725 -0.619404 -2.228465 -0.205 0.244 0.027
H -3.464666 0.145949 1.748370 0.051 0.020 0.103
C 5.944594 -2.596660 -0.406568 -0.399 -0.235 -0.471
F -0.401575 1.410918 4.343420 -0.705 -1.017 -1.565
O -4.350957 0.325551 1.426138 -0.412 -0.760 -0.286
H -6.403908 2.985924 1.237008 0.671 0.409 -0.383
H -1.733623 -4.316012 0.852168 0.615 -0.367 0.587
H 2.752896 -0.262681 -1.902842 0.073 0.337 -0.213
H -0.119787 -2.202240 1.895430 -0.086 0.162 -0.053
O 2.976675 -1.433763 3.439376 0.157 -0.447 0.315
H -3.799934 3.070002 5.984446 0.095 0.193 0.086
H 1.246007 -1.401729 5.245847 0.123 -0.038 -0.236
N 4.622690 -2.220480 0.194869 0.551 -1.261 0.821
O -2.131091 -1.949310 5.013975 -0.607 -0.256 0.332
H 1.016156 2.328347 0.275986 -0.337 -0.049 0.278
H 2.307895 3.809415 1.400545 -0.040 -0.065 0.415
H -1.962346 1.532444 -1.105627 0.062 0.185 0.237
C 4.424318 -3.665074 -2.254860 -0.044 0.546 0.169
C 3.723187 -0.463671 -1.448707 -0.629 -1.128 0.430
C 1.021167 4.165738 4.338066 -1.711 2.602 -0.725
C 3.242573 -2.982296 -1.595469 0.048 -0.927 -0.004
```
Positions in Å, forces in eV/Å.

=====

C9H11NO2Pd | the ωB97M-V functional and the def2-TZVPD basis

Calculated values
HOMO level (alpha / beta)	1.82 / 1.03	eV
molecular weight	271.61	g mol⁻¹
net charge	-2
orbital gap (alpha / beta)	4.6 / 5.4	eV
2S+1	3
E	-682.41670	Ha
E_LUMO (alpha / beta)	6.448 / 6.389	eV

Structure (XYZ):
```
24
Properties=species:S:1:pos:R:3:forces:R:3
H 1.910027 2.865134 -2.502614 -0.296 0.036 -0.126
Pd 0.071949 -0.437791 0.543121 1.691 8.232 2.693
H -2.086809 -0.931575 -1.212844 0.145 -0.168 0.025
C -0.417065 -0.014134 3.468470 0.322 1.358 -3.145
H 0.624169 -2.973977 1.547250 -0.070 -0.128 -0.201
H -1.592747 1.479211 -1.454882 -0.060 0.289 0.243
C 0.134562 -1.249839 -1.296564 -0.254 -1.377 -1.921
H -1.165829 2.124002 0.274478 0.060 -0.413 -0.314
C 0.487700 2.008569 -1.136624 3.405 -0.781 1.169
H 0.410976 -0.748317 -2.216517 -0.003 0.074 0.200
H 2.099254 -2.008112 -0.519216 -0.196 -0.102 -0.026
C 0.240233 -2.455389 0.675798 0.450 -2.388 0.166
C -1.129326 -2.096172 0.449823 -1.052 -1.539 -0.292
H 0.045672 3.142826 -2.858391 0.313 0.145 -0.234
H -1.967431 -2.306431 1.104836 0.124 -0.052 -0.079
O -0.529505 0.520311 4.563582 -0.128 0.123 0.730
O -0.306660 0.598823 2.297560 -0.596 -0.830 4.244
C -0.849380 1.706253 -0.687860 -0.561 0.344 0.252
C 0.854935 2.725858 -2.262849 -0.736 -0.742 0.596
H -0.404867 -1.133876 3.415090 0.033 0.147 -0.101
H 2.268809 1.076717 -0.789656 -0.264 0.427 0.173
N 1.471421 1.401194 -0.221683 -1.801 0.764 -1.472
C 1.022107 -1.936219 -0.409128 0.940 -2.021 -0.933
C -1.192196 -1.357070 -0.771176 -1.467 -1.398 -1.646
```
Positions in Å, forces in eV/Å.